Entry 1:
Below is an isolated molecule of C6H12O, with properties calculated with ωB97M-V with the def2-TZVPD basis set.

```
19
Properties=species:S:1:pos:R:3:lowdin_charge:R:1
C -1.8955 -1.0757 -0.5959 -0.0691
C -0.7844 -0.0676 -0.2931 -0.3969
C -1.3168 1.1465 0.4694 -0.0647
C 0.3101 -0.7614 0.4882 -0.2691
O 1.2579 -1.5111 -0.2637 -0.0080
C 1.7284 -0.3865 0.4746 -0.3013
C 2.3061 0.7714 -0.2973 -0.0372
H -2.6781 -0.6306 -1.2198 0.0785
H -1.4942 -1.9509 -1.1176 0.0836
H -2.3649 -1.4221 0.3341 0.0827
H -0.3547 0.2660 -1.2454 0.1327
H -1.7033 0.8537 1.4538 0.0835
H -2.1383 1.6206 -0.0795 0.0795
H -0.5344 1.8985 0.6248 0.0763
H -0.0522 -1.2821 1.3821 0.1525
H 2.3153 -0.6725 1.3518 0.1386
H 1.6100 1.1634 -1.0434 0.0736
H 3.2192 0.4585 -0.8146 0.0831
H 2.5699 1.5820 0.3915 0.0819
```

- HOMO-LUMO gap: 11.148 eV
- Lowest unoccupied orbital energy: 1.1196 eV
- Energy: -8463.2551 eV
- Spin multiplicity: 1
- Structure (SMILES): CC(C)[C@H]1O[C@H]1C

Entry 2:
Below is a cluster of 2 separate species, C6H12O in total in a non-equilibrium geometry, with properties calculated with ωB97M-V with the def2-TZVPD basis set.

```
19
Properties=species:S:1:pos:R:3:lowdin_charge:R:1
C -0.3889 -2.5758 -2.1997 0.0116
C -1.3207 -1.7109 -1.7516 -0.1455
C -1.1891 -0.8330 -0.5713 -0.2985
C -2.2413 0.2451 -0.4842 -0.0751
C -0.2721 -0.9932 0.4001 -0.1422
C 0.0737 -0.1417 1.5312 -0.1120
H 0.3263 -2.9269 -1.4580 0.0511
H -0.1962 -2.6640 -3.2588 0.0531
H -2.1756 -1.4717 -2.3572 0.0876
H -2.5164 0.8240 -1.3914 0.0806
H -3.2292 -0.1814 -0.2515 0.0856
H -2.1170 1.0129 0.2845 0.0621
H 0.0442 -2.0337 0.4990 0.1079
H 0.0515 -0.7396 2.4408 0.0792
H 0.9668 0.4490 1.2994 0.0840
H -0.5015 0.7741 1.7665 0.0707
O 4.8408 3.9629 1.8321 -0.0529
H 5.5369 4.4202 2.3154 0.0348
H 4.3077 4.5838 1.3547 0.0180
```

- HOMO-LUMO gap: 8.957 eV
- Lowest unoccupied orbital energy: 0.9205 eV
- Energy: -8461.6733 eV
- Spin multiplicity: 1
- Structure (SMILES): C=C/C(C)=C/C.O

Entry 3:
Below is a structure of composition C6H12O, with properties calculated with ωB97M-V with the def2-TZVPD basis set.

```
19
Properties=species:S:1:pos:R:3:lowdin_charge:R:1
C 1.6954 1.6442 0.5222 -0.0780
C 0.3237 1.0601 0.8669 -0.4693
C -0.5125 0.8711 -0.4439 -0.1720
O -1.6202 0.0433 -0.2865 -0.1197
C -0.8776 -1.1718 -0.3272 -0.2840
C -1.0177 -1.8614 -1.6826 -0.0750
C 0.3434 -0.1647 1.6452 0.0340
H 1.6076 2.5298 -0.1215 0.0773
H 2.2969 0.8977 -0.0125 0.0830
H 2.2358 1.9340 1.4322 0.0782
H -0.2952 1.8108 1.3971 0.1497
H -0.7807 1.8085 -0.9666 0.1255
H 0.1700 -0.3874 -0.6380 0.1610
H -1.1429 -1.8543 0.4840 0.1096
H -2.0448 -2.2310 -1.8147 0.0785
H -0.3337 -2.7172 -1.7449 0.0785
H -0.7864 -1.1668 -2.4997 0.0803
H 1.2899 -0.5692 2.0105 0.0716
H -0.5511 -0.4756 2.1800 0.0708
```

- HOMO-LUMO gap (alpha / beta): 8.018 / 8.163 eV
- Lowest unoccupied orbital energy (alpha / beta): 0.5448 / 0.2729 eV
- Energy: -8458.2795 eV
- Spin multiplicity: 1

Sequential energy relative to the best compared isomer or geometry (same formula, charge and spin) output: 25.34, 61.82, 140.08 kcal per mole